C6H17NP2 | ωB97M-V with the def2-TZVPD basis set

Last column: natural (NBO) charge in e.
CARTESIAN COORDINATES (ANGSTROEM)
P: 0.2597 0.9816 -0.0181  0.91
P: -2.1065 -0.3083 -2.5421  0.47
N: -0.4236 -0.4938 -2.2493  -0.91
C: 1.1721 -1.4964 0.7732  -0.61
C: -1.2734 -0.8252 1.1826  -0.61
C: 0.5376 0.4576 -1.7433  -0.35
C: 0.8358 1.5971 -2.6717  -0.68
C: 0.1849 -0.3991 1.2148  -0.30
C: 0.6139 0.2680 2.4941  -0.62
H: 2.2147 -1.0493 0.8858  0.22
H: 1.3787 2.5545 -2.3965  0.22
H: 0.0768 2.1031 -3.1995  0.20
H: -1.4099 -1.6360 1.7732  0.22
H: 1.5672 0.8324 2.2661  0.21
H: -2.0106 0.2766 -3.8410  -0.04
H: 1.3385 1.7452 0.1742  -0.03
H: 1.5775 1.2284 -3.4411  0.22
H: -0.4171 -1.3110 -1.7059  0.37
H: -0.6130 1.7201 0.8414  -0.11
H: -0.1833 1.0206 2.7034  0.22
H: -1.9451 0.0322 1.5087  0.21
H: -2.5632 0.6974 -1.8423  -0.09
H: -1.4995 -0.8594 0.1670  0.20
H: 0.7604 -0.4186 3.3429  0.22
H: 1.2158 -2.3048 1.4384  0.21
H: 0.8920 -2.0018 -0.1834  0.22

Force components x, y, z for each atom (eV/Å):
P -0.51 -0.98 -1.29
P 0.86 -2.81 -2.82
N -0.21 0.96 0.02
C 0.61 1.06 -0.46
C 0.38 4.26 0.10
C -1.26 0.99 1.81
C 2.97 0.76 -1.16
C 0.93 -0.21 -1.14
C 0.36 1.12 0.15
H -1.15 -0.65 -1.08
H -0.23 -1.38 1.15
H -1.78 -0.15 -0.84
H -0.85 -2.76 1.40
H -0.82 -0.63 0.77
H -0.37 0.32 0.50
H 1.46 0.83 0.38
H -0.94 0.04 0.39
H 0.70 -1.36 0.58
H -0.51 0.59 -0.41
H 0.77 -0.47 0.45
H 0.82 -0.98 0.14
H -0.53 2.75 1.49
H -0.96 -1.33 -1.71
H -0.13 0.24 -0.29
H -0.36 -1.18 1.52
H 0.74 0.97 0.36

Results
- E: -976.09865 Eh
- Energy above the lowest of the compared OMol25 structures with the same formula, charge and spin: 29.4 kcal/mol
- LUMO level: 0.76 eV
- Net charge: 0
- HOMO: -7.0 eV